The following is a quantum chemistry calculation of C12H19BBeCl2F4N5 as an isolated structure, from OMol25.

Last column: natural (NBO) charge in e.
Geometry (Å):
Be -11.4627 7.7938 -19.2421  1.70
B -8.8307 7.2322 -19.5923  1.32
F -8.9742 7.2767 -18.2209  -0.54
F -7.6170 6.7917 -20.0282  -0.53
F -9.8560 6.3325 -20.0448  -0.57
F -9.2174 8.4845 -20.1798  -0.57
C -11.4654 8.1698 -14.5556  -0.74
C -11.1536 8.4455 -15.9606  0.50
N -10.9059 8.6599 -17.0604  -0.53
H -10.6199 8.4644 -13.9357  0.30
H -11.6179 7.0974 -14.4461  0.29
H -12.3560 8.7410 -14.3026  0.29
C -4.1969 6.0695 -19.3588  -0.73
C -4.7657 4.8383 -18.8197  0.30
N -5.2879 3.8726 -18.4824  -0.35
H -3.5876 6.5832 -18.6146  0.26
H -5.0438 6.7356 -19.5240  0.25
H -3.5799 5.8501 -20.2254  0.26
C -6.6138 7.9594 -22.6532  -0.72
C -5.5456 7.5794 -23.5873  0.27
N -4.7285 7.3133 -24.3456  -0.30
H -7.0875 7.0461 -22.2905  0.27
H -7.4626 8.3781 -23.1953  0.23
H -6.2594 8.5559 -21.8215  0.25
C -7.1002 11.0864 -20.1767  -0.74
C -7.2436 12.2564 -19.3258  0.27
N -7.3077 13.1831 -18.6540  -0.31
H -6.7851 11.3763 -21.1814  0.26
H -7.9834 10.4684 -20.3179  0.25
H -6.3084 10.4205 -19.8312  0.25
C -11.1982 8.7953 -23.9957  -0.76
C -11.3768 8.4300 -22.6064  0.52
N -11.5681 8.0934 -21.5329  -0.55
H -10.2126 9.2277 -24.1874  0.29
H -11.8523 9.6317 -24.2449  0.29
H -11.2864 7.9609 -24.6868  0.30
Cl -9.4722 1.2199 -17.9859  -0.04
C -9.7169 2.7060 -18.9121  -0.39
C -8.5069 2.9137 -19.8137  -0.41
Cl -8.4513 1.6408 -21.0411  -0.05
H -9.8173 3.4646 -18.1367  0.21
H -10.6384 2.6389 -19.4868  0.21
H -7.5874 2.8507 -19.2332  0.25
H -8.4525 3.8772 -20.3194  0.22

Properties
Total charge ... +1
HOMO energy ... -12.11 eV
Frontier orbital gap ... 4.2 eV
Calculated total energy ... -2101.70169 Eh

The following is a quantum chemistry calculation of C4H6N2O in the gas phase, from OMol25.

Last column: natural (NBO) charge in e.
Geometry (Å):
C 2.5211 -0.3287 -1.2265  -0.66
C -0.2317 -1.0601 0.9031  0.08
C 1.6624 -0.9504 -0.4797  0.45
C -1.9197 0.3632 0.3450  0.31
N 1.0427 -1.4395 0.4320  -0.46
N -2.1742 1.6634 0.1546  -0.78
O -0.5807 0.2225 0.6519  -0.56
H 2.8520 -0.3964 -2.2415  0.24
H 2.8445 0.6082 -0.7896  0.24
H -0.3837 -1.4015 1.9707  0.19
H -1.1524 -1.6190 0.2527  0.19
H -3.0121 1.9918 -0.1464  0.39
H -1.4684 2.3465 0.1738  0.38

Properties
Total charge ... 0
HOMO energy ... -8.73 eV
Frontier orbital gap ... 9.7 eV
Calculated total energy ... -340.62389 Eh

The following is a quantum chemistry calculation of C13H23BN6PtSi as an isolated structure, from OMol25.

Last column: natural (NBO) charge in e.
Geometry (Å):
H 0.4544 -3.2853 0.1434  0.23
N -0.5663 -1.9807 -1.1474  -0.33
B -1.4589 -0.5883 -3.0937  0.57
N -1.1090 -1.9617 -2.3855  -0.30
C -1.1079 -3.2546 -2.8303  -0.01
Pt -0.7449 -0.4950 0.2117  0.66
H -1.5590 -3.4914 -3.7641  0.22
C -0.4695 -4.0473 -1.8113  -0.34
H -0.3116 -5.1064 -1.8037  0.23
C -0.0944 -3.1816 -0.7962  -0.03
H -1.9024 -0.7956 -4.1837  -0.04
C 0.4840 1.6821 1.1400  -0.94
H 1.1201 1.8770 2.1333  0.23
H -0.4098 2.2218 1.2257  0.24
H 0.9209 2.1699 0.2956  0.25
N -0.1247 0.2902 -3.1791  -0.33
N -2.4930 0.1703 -2.1941  -0.31
N 0.4639 0.4888 -1.9419  -0.35
N -2.1604 0.4700 -0.9045  -0.37
C 0.6133 0.8567 -4.1449  -0.03
C -3.7095 0.6800 -2.4200  0.00
H 0.2045 0.7120 -5.1885  0.22
H -4.1851 0.4828 -3.3922  0.23
C 1.6452 1.4378 -3.5844  -0.36
C -4.1573 1.3708 -1.2880  -0.35
C 1.5786 1.2557 -2.2684  -0.06
C -3.1103 1.2662 -0.3249  -0.02
H 2.4851 2.0180 -4.1054  0.23
H -5.0770 1.8716 -1.1188  0.23
H 2.2252 1.5662 -1.3869  0.21
H -2.9896 1.6469 0.6529  0.23
H 0.8629 0.6715 1.6634  0.29
C -2.2003 -0.0069 2.7722  -1.12
Si -0.5407 -0.7831 2.3637  1.19
C 0.5618 -0.3023 3.7960  -1.13
C -0.8245 -2.6001 2.4445  -1.13
H -2.1358 1.0828 2.7496  0.22
H -2.4885 -0.3292 3.7713  0.22
H -2.9761 -0.3166 2.0690  0.24
H 0.1102 -0.7219 4.7029  0.25
H 1.5559 -0.7384 3.6729  0.23
H 0.6655 0.7794 3.9236  0.23
H -1.1829 -2.8442 3.4458  0.23
H -1.5721 -2.9305 1.7216  0.25
H 0.1115 -3.1268 2.2529  0.22

Properties
Total charge ... 0
HOMO energy (alpha / beta) ... -6.26 / -7.95 eV
Expectation value of S² ... 2.0050
Frontier orbital gap (alpha / beta) ... 6.9 / 7.1 eV
Calculated total energy ... -1271.21119 Eh
2S+1 ... 3

The following is a quantum chemistry calculation of a 2-piece molecular cluster, C18H28BrFINO7 overall, from OMol25.

Last column: natural (NBO) charge in e.
Geometry (Å):
C -3.2509 3.4076 -1.9754  -0.63
C -2.7527 2.5108 -0.7616  -0.06
O -1.4243 2.8706 -0.3521  -0.56
C -1.3489 2.9527 1.0907  -0.08
C 0.0931 3.3969 1.6044  -0.15
O 1.1595 3.0288 0.6983  -0.53
C 1.8923 1.9149 1.1770  -0.08
C 1.2475 0.6563 0.4614  -0.06
C 0.3432 -0.2184 1.2572  0.14
C 0.0418 0.0659 2.7789  -0.61
C 1.3201 -0.2843 3.6393  0.50
O 1.5409 0.2209 4.6802  -0.43
I 2.7003 -1.7611 2.7613  -0.01
C -0.2782 -1.3596 0.5084  -0.04
C -1.2942 -2.3363 1.2101  -0.45
C -2.7609 -1.8638 0.7284  -0.43
C -3.7227 -2.0319 1.9692  -0.06
O -3.8362 -3.4442 2.2675  -0.71
C 0.0318 -1.5579 -0.9192  0.12
Br -0.8642 -3.0435 -1.8065  0.14
N 0.8952 -0.7160 -1.6179  -0.07
O 1.1790 -0.8341 -2.9339  -0.30
C 1.9968 -1.9956 -3.2217  -0.12
C 3.5502 -1.7099 -3.3023  0.06
C 4.2729 -2.7301 -2.3100  -0.64
O 4.1303 -1.9320 -4.5937  -0.71
C 1.4804 0.3528 -0.9537  0.54
O 2.3148 1.1658 -1.6558  -0.63
H -2.4977 3.4367 -2.8129  0.21
H -3.5051 4.4545 -1.6423  0.22
H -4.1731 2.9263 -2.4122  0.20
H -2.8065 1.4391 -1.1244  0.15
H -3.5078 2.6461 0.0579  0.18
H -1.6403 1.9551 1.5354  0.12
H -2.1535 3.6823 1.4141  0.19
H 0.0577 4.5213 1.6407  0.23
H 0.2219 3.0404 2.6831  0.29
H 1.9041 1.8125 2.2921  0.23
H 2.9568 2.0298 0.8154  0.17
H -0.2718 1.1462 2.8958  0.32
H -0.8394 -0.5388 3.1373  0.27
H -1.1032 -3.4020 0.9072  0.24
H -1.2099 -2.2943 2.3313  0.24
H -3.0676 -2.4825 -0.1531  0.21
H -2.7127 -0.7860 0.4116  0.23
H -4.7337 -1.6006 1.7044  0.18
H -3.2541 -1.4875 2.8281  0.18
H -3.8336 -3.8912 1.4043  0.46
H 1.8396 -2.8560 -2.5214  0.21
H 1.6626 -2.3661 -4.2378  0.21
H 3.8508 -0.6803 -2.9720  0.19
H 4.3291 -2.2964 -1.2749  0.21
H 3.7600 -3.7312 -2.2738  0.20
H 5.3249 -2.9411 -2.6617  0.24
H 3.4560 -2.0406 -5.2842  0.47
H 3.0403 1.4914 -1.0868  0.52
F 0.2491 4.0872 3.9702  -0.92

Properties
Total charge ... 0
HOMO energy ... -6.74 eV
Frontier orbital gap ... 4.8 eV
Calculated total energy ... -4255.35256 Eh

The following is a quantum chemistry calculation of C15H24N2O4 in the gas phase, from OMol25.

Last column: natural (NBO) charge in e.
Geometry (Å):
C -2.0878 1.4362 2.5232  -0.61
C -1.3580 0.1245 2.7961  -0.39
C -0.3103 -0.2236 1.7379  -0.42
C 0.9177 0.6888 1.8188  -0.44
C 1.6481 0.9442 0.4693  0.20
C 2.1945 2.3302 0.5144  0.26
N 2.6025 3.4004 0.5818  -0.29
O 0.8483 0.7624 -0.6593  -0.54
C -0.1927 1.6914 -0.9000  -0.10
C -1.1032 1.0630 -1.9296  -0.07
O -1.6445 -0.1677 -1.5007  -0.54
C -2.9344 -0.1374 -0.9153  -0.06
C -3.8559 -1.1271 -1.6160  -0.63
C 2.8397 -0.0295 0.2881  -0.32
C 3.5811 0.2734 -0.9481  0.28
N 4.1956 0.4804 -1.8924  -0.30
C 2.4752 -1.5271 0.3462  -0.38
C 1.4407 -2.0590 -0.6622  -0.52
C 1.8868 -1.9592 -2.1017  0.80
O 1.3352 -1.3569 -2.9699  -0.57
O 3.0290 -2.6533 -2.3074  -0.70
H -2.7024 1.3695 1.6224  0.20
H -1.3903 2.2680 2.3832  0.20
H -2.7395 1.7058 3.3562  0.22
H -0.8688 0.1788 3.7757  0.20
H -2.0809 -0.6937 2.8575  0.21
H -0.0106 -1.2661 1.8778  0.21
H -0.7596 -0.1661 0.7416  0.23
H 1.6530 0.2533 2.5036  0.22
H 0.6461 1.6529 2.2544  0.23
H 0.2206 2.6203 -1.3155  0.20
H -0.7326 1.9484 0.0220  0.18
H -0.5277 0.8717 -2.8374  0.22
H -1.9033 1.7752 -2.1667  0.17
H -2.8565 -0.3868 0.1499  0.16
H -3.3485 0.8771 -0.9686  0.17
H -4.3628 -0.6762 -2.4702  0.21
H -4.6143 -1.5100 -0.9305  0.21
H -3.2661 -1.9715 -1.9759  0.23
H 3.5242 0.1821 1.1154  0.26
H 3.4034 -2.0857 0.2079  0.24
H 2.1256 -1.7532 1.3558  0.22
H 1.3049 -3.1197 -0.4332  0.24
H 0.4761 -1.5643 -0.5816  0.26
H 3.3023 -2.4639 -3.2168  0.50

Properties
Total charge ... 0
HOMO energy ... -10.05 eV
Frontier orbital gap ... 10.6 eV
Calculated total energy ... -996.41003 Eh

The following is a quantum chemistry calculation of a 2-piece molecular cluster, C2H6N2 overall, from OMol25.

Last column: natural (NBO) charge in e.
Geometry (Å):
C -2.2788 2.9024 2.4684  -0.03
N -2.9308 1.9943 1.8627  -0.61
H -2.3261 2.9219 3.5643  0.14
H -1.6690 3.6977 2.0394  0.17
H -3.6998 1.7329 2.4862  0.34
C 2.2661 -2.8728 -2.5518  0.13
N 3.2608 -2.0872 -2.6683  -0.17
H 1.3552 -2.6899 -3.1480  0.29
H 2.4208 -3.9364 -2.2739  0.29
H 3.6016 -1.6629 -1.7791  0.46

Properties
Total charge ... +1
HOMO energy (alpha / beta) ... -11.60 / -11.60 eV
Expectation value of S² ... 0.7601
Frontier orbital gap (alpha / beta) ... 3.8 / 2.5 eV
Calculated total energy ... -188.84354 Eh
2S+1 ... 2

The following is a quantum chemistry calculation of C18H21FN4O3S as an isolated structure, from OMol25.

Last column: natural (NBO) charge in e.
Geometry (Å):
O -0.0430 1.4002 -0.9172  -0.59
C -0.3429 1.7311 0.0782  0.66
N 0.5119 2.4462 0.8161  -0.45
C 0.4666 2.6884 2.3131  -0.24
H 0.9698 3.8034 2.5014  0.20
C 1.2422 1.5600 3.0309  -0.28
N 2.1666 1.1149 2.1857  -0.41
C 2.1591 -0.1823 1.2902  0.09
C 2.3789 -0.3537 -0.0367  -0.24
C 1.9661 -1.5634 -0.6532  -0.24
C 1.6566 -2.7910 0.2225  0.39
C 1.5601 -2.5380 1.5206  -0.26
C 1.6256 -1.1371 1.9966  -0.18
H 1.5530 -1.3240 3.2077  0.24
H 1.1261 -3.3166 2.0069  0.21
F 1.1539 -3.7797 -0.3317  -0.30
H 2.0117 -1.5986 -1.6819  0.21
H 2.5679 0.4722 -0.5454  0.20
C 2.9329 1.9850 1.2161  -0.16
H 3.7034 1.6753 0.8358  0.17
C 1.9679 2.9218 0.4048  -0.24
H 2.0793 3.8824 0.6989  0.21
H 1.9472 2.4516 -0.5440  0.23
H 3.2677 2.7141 2.2612  0.15
H 0.8296 0.5727 3.0243  0.26
H 1.7403 1.7243 3.8384  0.20
H -0.6197 2.8574 2.7091  0.22
C -1.5207 1.2111 0.7566  -0.25
N -2.0468 0.2129 0.2124  -0.53
C -2.4781 0.1515 -1.2052  0.77
O -2.7711 0.9761 -1.8945  -0.48
C -2.0954 -1.2247 -1.7792  -0.06
N -1.8387 -2.0079 -0.4736  -0.66
C -1.6536 -0.9643 0.5276  0.79
O -1.2497 -1.2432 1.6802  -0.66
H -1.4329 -3.1039 -0.4207  0.45
C -3.3512 -1.8410 -2.5058  -0.63
H -3.9468 -2.8473 -1.6491  0.21
H -4.2223 -1.1592 -2.3463  0.23
S -2.9748 -2.3911 -3.9234  0.40
C -1.8528 -1.1307 -4.0366  -0.61
C -1.0590 -1.3642 -2.4536  -0.40
H -0.5005 -2.1945 -2.5932  0.24
H -0.3720 -0.3673 -2.4710  0.27
H -1.9286 -0.1065 -4.1925  0.23
H -1.1184 -1.3760 -5.0352  0.22
H -1.6608 1.1380 1.8037  0.27
H -2.5048 2.2159 0.5511  0.18

Properties
Total charge ... 0
HOMO energy ... -7.79 eV
Frontier orbital gap ... 8.4 eV
Calculated total energy ... -1640.66671 Eh

The following is a quantum chemistry calculation of C5H4O2 in the gas phase, from OMol25.

Last column: natural (NBO) charge in e.
Geometry (Å):
O 0.5117 -2.4692 0.5815  -0.47
C 0.1986 -1.3423 0.2823  0.43
C -0.9547 -0.5489 0.7139  -0.33
C -0.9106 0.6961 0.2249  -0.08
C 0.3775 1.0843 -0.4314  -0.58
C 1.0257 -0.4115 -0.7117  0.53
O 1.9960 -0.7783 -1.3113  -0.45
H -1.7933 -0.9704 1.2489  0.23
H -1.7907 1.3358 0.2094  0.22
H 1.1320 1.4385 0.2780  0.25
H 0.2077 1.9660 -1.0844  0.25

Properties
Total charge ... 0
HOMO energy ... -9.36 eV
Frontier orbital gap ... 8.7 eV
Calculated total energy ... -343.35140 Eh

Q: What is the formula in the first record?
A: C12H19BBeCl2F4N5

Q: What is the total charge in the second record?
A: 0